(1)
Formula: C7H14N3O
Source: the Open Molecules 2025 dataset
Level of theory: ωB97M-V/def2-TZVPD

## Properties
- HOMO level: -13.8 eV
- Lowest unoccupied orbital energy: -2.999 eV
- Calculated total energy: -13995.305 eV
- Energy above the lowest of the compared OMol25 structures with the same formula, charge and spin: 57.6 kcal/mol
- Net charge: +1

```
25
Properties=species:S:1:pos:R:3:forces:R:3:lowdin_charge:R:1
C -1.70014 0.46146 1.40729 0.902 -0.893 -2.723 -0.06
C -2.02316 -0.50286 -0.84320 -0.119 -0.227 -0.171 -0.09
C -2.55667 -0.46294 0.57485 -2.394 -0.632 -0.548 -0.11
C 0.02076 0.10210 -0.07509 1.288 0.136 -0.644 -0.45
C 1.64183 -1.98257 -0.56919 1.602 -1.699 -1.035 -0.05
C 0.81900 2.55870 -0.59325 -4.336 -1.881 -0.829 0.00
C 0.94455 -1.19361 0.46685 -0.050 3.323 1.412 -0.26
N -0.52549 0.81789 1.01517 -1.413 -0.848 1.951 0.13
N -0.83074 -0.20079 -1.17007 -0.596 -0.516 0.307 0.12
N 1.04889 1.09922 -0.69138 2.575 -1.313 0.471 0.06
O 1.92836 -0.41838 1.25445 0.809 -1.685 -4.167 -0.02
H -2.14230 0.78184 2.28805 -0.400 1.215 1.663 0.10
H -2.66322 -0.79461 -1.67492 -0.227 0.077 0.272 0.13
H -2.60363 -1.48153 1.00894 0.567 0.202 -0.159 0.13
H -3.76343 -0.31000 0.56349 2.940 0.463 0.105 0.18
H 2.76717 -1.71978 -0.86235 -2.617 -0.108 0.933 0.15
H 0.99438 -1.88552 -1.43146 0.214 -0.398 -0.712 0.06
H 1.64697 -3.08566 -0.28196 0.097 1.450 -0.386 0.11
H -0.12688 2.69450 -1.14012 0.388 0.497 0.039 0.12
H 0.65674 2.94680 0.36161 -0.150 -0.253 1.857 0.08
H 1.55439 3.10602 -0.99608 2.903 1.516 -1.936 0.06
H 0.27799 -1.78714 1.16199 0.684 0.600 -0.869 0.17
H 1.95324 0.93512 -0.12683 -1.371 -0.280 -1.068 0.18
H 1.14555 0.77330 -1.70167 0.064 0.733 1.562 0.20
H 1.53582 -0.45158 2.05487 -1.362 0.519 4.676 0.03
```
Forces are in eV/Å.

***

(2)
Formula: C7H14N3O2
Source: the Open Molecules 2025 dataset
Level of theory: ωB97M-V/def2-TZVPD

## Properties
- HOMO level: -14.0 eV
- Lowest unoccupied orbital energy: -3.330 eV
- Calculated total energy: -16041.708 eV
- Energy above the lowest of the compared OMol25 structures with the same formula, charge and spin: 74.6 kcal/mol
- Net charge: +1

```
26
Properties=species:S:1:pos:R:3:forces:R:3:lowdin_charge:R:1
C -0.99068 1.92777 1.45539 3.720 0.754 1.948 -0.08
C -0.19925 2.80052 0.39151 -0.067 1.407 3.374 -0.15
C 0.97609 -1.22694 -1.00142 3.137 0.061 0.064 -0.60
C -0.15098 0.59909 -0.37505 0.994 1.365 0.596 -0.42
C 2.39648 -0.87343 -1.64813 -3.176 -0.702 -0.099 0.08
C 0.79039 -2.57917 -0.48660 -2.031 -2.865 2.358 0.00
C -1.74057 -0.45212 1.37010 0.145 0.315 1.637 0.04
N 0.03322 -0.92655 -1.95245 -0.724 -1.314 -1.861 0.13
N -0.64409 0.01854 -1.67410 -2.119 3.159 0.529 0.19
N -1.33458 0.81590 0.65688 -1.098 -2.638 -2.115 -0.07
O 0.38727 1.92934 -0.46098 0.882 -3.523 -1.423 0.02
O 0.76318 -0.27879 0.06420 -0.477 0.366 0.603 0.07
H -0.34025 1.36501 2.22630 -0.523 1.938 -0.615 0.17
H -1.75641 2.54464 1.92680 -0.346 -0.677 -0.151 0.15
H -0.95076 3.26559 -0.18782 -0.909 1.522 -0.253 0.11
H 0.54826 3.56718 0.89730 -1.526 -1.716 -1.217 0.19
H 2.22294 0.19846 -1.80443 1.199 -0.120 0.119 0.09
H 2.39850 -1.38185 -2.64077 0.644 0.205 0.955 0.11
H 3.04053 -1.22952 -0.85788 0.966 0.430 -0.457 0.09
H -0.08938 -2.60857 0.31641 1.637 -0.013 -1.985 0.13
H 1.61117 -3.00038 0.04712 1.094 0.569 0.866 0.08
H 0.69720 -3.44329 -1.16847 -0.689 1.044 -0.496 0.12
H -0.91306 -0.66017 2.11934 -1.067 -0.038 -1.058 0.13
H -2.65111 -0.13281 1.93830 0.691 -0.671 -0.421 0.13
H -1.96271 -1.33137 0.71285 0.356 1.158 0.327 0.12
H -2.14139 1.09291 0.13560 -0.714 -0.016 -1.226 0.18
```
Forces are in eV/Å.

***

(3)
Formula: C7H14N3O2
Source: the Open Molecules 2025 dataset
Level of theory: ωB97M-V/def2-TZVPD

## Properties
- HOMO level: -13.4 eV
- Lowest unoccupied orbital energy: -4.107 eV
- Calculated total energy: -16038.331 eV
- Energy above the lowest of the compared OMol25 structures with the same formula, charge and spin: 152.5 kcal/mol
- Net charge: +1

```
26
Properties=species:S:1:pos:R:3:forces:R:3:lowdin_charge:R:1
C 1.21908 1.99213 0.08984 -0.082 -0.697 -0.050 0.06
C 1.90036 0.87631 -0.02857 -4.090 -3.955 -0.341 -0.02
C -0.39488 0.25253 -0.33242 -0.738 -2.181 0.303 -0.28
C -1.32365 -0.54515 0.62881 -1.539 0.068 -1.042 -0.03
C 1.67612 -2.60123 0.44561 -1.490 -1.236 3.284 -0.07
C -1.12202 2.80136 -0.21582 -0.098 -0.476 -1.668 0.02
C 1.25312 -1.60414 -0.57087 -0.840 -0.805 0.330 -0.27
N 0.86444 -0.35707 0.02246 4.202 4.865 0.080 -0.05
N 3.30374 0.54509 -0.04210 -0.376 1.413 0.917 -0.35
N -0.26262 1.68189 0.24846 1.643 -0.228 -0.081 -0.03
O 3.80815 0.80048 1.03922 0.629 -0.610 -0.708 0.15
O 3.77622 0.11995 -1.06206 0.298 -0.211 0.195 0.16
H 1.62900 2.96581 0.15091 -0.220 0.901 0.160 0.14
H -0.64424 0.08841 -1.47569 0.258 1.322 2.104 0.21
H -2.34430 -0.01872 0.63021 1.224 -1.086 0.456 0.11
H -0.78135 -0.62600 1.62721 -1.117 0.197 -1.212 0.12
H -1.45125 -1.59856 0.18252 0.065 1.614 0.859 0.12
H 0.79593 -2.76218 1.16450 1.152 0.477 -0.572 0.09
H 1.80960 -3.66410 0.14497 0.592 1.047 -0.464 0.10
H 2.51308 -2.18844 1.08039 -0.659 -0.758 -0.791 0.10
H -2.14991 2.60875 -0.18700 -1.499 -0.909 0.734 0.09
H -0.95057 3.69905 0.27203 0.673 1.316 1.769 0.09
H -1.02253 3.12675 -1.24442 0.961 -0.849 -0.528 0.12
H 2.06819 -1.53336 -1.19595 1.557 0.801 -1.976 0.08
H 0.40516 -1.92161 -1.14162 -0.460 -0.557 -0.533 0.12
H -0.39897 1.49640 1.28414 -0.044 0.538 -1.225 0.21
```
Forces are in eV/Å.

***

(4)
Formula: C7H14N4S
Source: the Open Molecules 2025 dataset
Level of theory: ωB97M-V/def2-TZVPD

## Properties
- HOMO level (alpha / beta): -7.8 / -7.8 eV
- Lowest unoccupied orbital energy (alpha / beta): -0.640 / -0.641 eV
- Calculated total energy: -24277.473 eV
- Energy above the lowest of the compared OMol25 structures with the same formula, charge and spin: 33.9 kcal/mol

```
26
Properties=species:S:1:pos:R:3:forces:R:3:lowdin_charge:R:1
C -1.48606 1.19429 0.16992 -1.200 0.525 -0.482 -0.79
C -3.53203 -2.18820 -0.02448 0.221 0.138 0.020 -0.09
C 2.68495 1.97062 -0.08024 -0.233 -0.113 0.092 -0.03
C 2.78219 -0.29130 1.02542 -0.271 0.179 -0.073 -0.04
C 1.64271 -0.02399 -1.20692 -0.124 0.138 0.215 -0.04
C -3.17503 -0.71906 -0.14816 -1.591 -0.636 -0.516 -0.29
C 1.95217 0.63798 0.13821 0.775 -0.162 -0.958 -0.63
N -0.24988 1.32628 0.28125 1.771 -0.866 -0.318 0.01
N -1.10841 -1.19182 0.89430 0.700 -0.387 0.339 0.21
N 0.74751 0.93004 0.88535 -1.417 0.054 1.270 0.14
N -1.86034 -0.46853 0.38855 1.279 0.725 0.292 -0.21
S -2.71142 2.18033 -0.26446 -0.230 0.721 0.096 0.62
H -3.58249 -2.47546 1.02245 -0.010 -0.092 0.050 0.07
H -4.49620 -2.36996 -0.48987 -0.101 0.036 -0.031 0.08
H -2.78289 -2.80856 -0.51257 0.007 -0.065 -0.005 0.07
H 3.62462 1.79288 -0.59574 0.098 -0.050 -0.026 0.09
H 2.07297 2.63853 -0.68284 -0.036 0.060 -0.060 0.08
H 2.88553 2.44946 0.87311 0.073 0.095 0.121 0.08
H 3.74681 -0.48095 0.56409 0.106 -0.024 -0.071 0.08
H 2.26025 -1.23436 1.16360 -0.029 -0.116 0.035 0.08
H 2.93579 0.16258 2.00050 0.040 0.038 0.101 0.08
H 2.56562 -0.28660 -1.71645 0.098 -0.007 -0.035 0.09
H 1.06117 -0.93045 -1.04524 -0.025 -0.079 -0.024 0.07
H 1.07189 0.65000 -1.84326 -0.025 0.011 -0.081 0.08
H -3.88444 -0.08636 0.39104 0.165 -0.085 -0.171 0.09
H -3.16499 -0.37741 -1.18754 -0.040 -0.036 0.219 0.11
```
Forces are in eV/Å.

***

(5)
Formula: C7H14N5
Source: the Open Molecules 2025 dataset
Level of theory: ωB97M-V/def2-TZVPD

## Properties
- HOMO level: -13.2 eV
- Lowest unoccupied orbital energy: -4.744 eV
- Calculated total energy: -14924.329 eV
- Energy above the lowest of the compared OMol25 structures with the same formula, charge and spin: 113.7 kcal/mol
- Net charge: +1

```
26
Properties=species:S:1:pos:R:3:forces:R:3:lowdin_charge:R:1
C -3.09811 1.36777 0.42265 4.378 -1.002 1.168 -0.05
C -1.78246 1.24369 0.91053 -2.583 -0.634 -2.104 0.02
C -0.04349 -0.36170 0.12086 4.627 2.647 -1.734 -0.04
C 0.99253 1.58016 -1.59220 -0.665 -1.985 1.387 -0.03
C 1.33770 1.83858 0.74751 0.688 -0.098 5.379 -0.20
C 1.80871 -1.94828 -0.09933 2.336 -1.054 -1.732 -0.01
C -0.49535 -2.71172 0.11785 -1.052 -2.891 -0.297 -0.03
N -3.32709 0.38695 -0.45461 -0.408 -0.393 -0.175 0.05
N -2.34848 -0.36288 -0.54319 1.375 -1.905 -1.295 0.07
N -1.27039 0.13125 0.26464 -2.987 0.605 0.344 -0.02
N 1.25636 0.91878 -0.29447 -2.799 -3.568 0.377 -0.13
N 0.37090 -1.57974 -0.00648 1.226 0.492 0.759 -0.09
H -3.81089 2.02927 0.69361 -2.021 2.034 0.783 0.08
H -1.32932 1.81634 1.64153 1.081 0.778 1.129 0.09
H 0.09528 1.11967 -2.00617 0.068 0.548 -0.548 0.10
H 0.93525 2.60204 -1.35580 -0.589 1.474 -0.398 0.07
H 1.87434 1.36457 -2.12943 0.672 -0.110 -1.305 0.08
H 2.40936 2.16850 0.77007 -1.067 0.503 -0.101 0.12
H 0.58211 2.63072 1.03915 0.703 -0.217 -1.683 0.09
H 1.25084 1.28297 1.77057 0.600 0.408 -1.574 0.12
H 1.97458 -2.62054 -1.03013 -0.792 0.894 1.553 0.13
H 2.28083 -2.55293 0.77569 -1.577 1.279 -1.099 0.14
H 2.44885 -1.07931 -0.34920 -0.730 -0.306 0.705 0.09
H -1.40557 -2.51911 -0.46899 0.313 -0.501 0.530 0.09
H -0.66157 -2.99159 1.14287 -0.748 0.932 0.914 0.10
H -0.04492 -3.75348 -0.08753 -0.049 2.069 -0.982 0.14
```
Forces are in eV/Å.